93
Properties=species:S:1:pos:R:3:forces:R:3 method="wB97M-V/def2-TZVPD" relative_energy_kcal_mol=55.5 spin_multiplicity=1 total_charge=+2
Os -0.86963 0.40375 0.16293 0.876 -3.534 1.613
C -1.77824 -1.55632 5.86333 -0.033 0.005 -0.001
C -2.90965 -1.85748 5.11509 0.050 0.023 0.012
C -2.85956 -1.84032 3.73000 -0.200 0.019 -0.111
C -1.67471 -1.51247 3.08625 0.882 -0.102 -0.181
C -0.53989 -1.23089 3.82886 0.256 -0.028 0.037
C -0.58893 -1.25426 5.21453 0.024 -0.008 -0.013
N -1.63112 -1.39207 1.63309 -1.007 1.521 -0.093
N -2.42191 -2.20553 1.14458 -0.363 -0.560 -0.943
C -2.87548 -1.99609 -0.19371 0.322 -0.440 0.934
C -3.70425 -2.98266 -0.68036 -0.314 -0.410 -0.169
C -4.34489 -2.78333 -1.89634 0.057 -0.198 0.240
C -4.13023 -1.58624 -2.54653 0.105 0.234 -0.018
C -3.25733 -0.66411 -1.98063 -0.107 -0.065 -0.332
N -2.62215 -0.86632 -0.82850 0.405 1.287 -0.185
H -1.82420 -1.55763 6.94518 0.001 -0.025 -0.046
H -3.83884 -2.10405 5.61209 0.014 0.013 -0.021
H -3.74125 -2.05711 3.14398 -0.017 0.010 0.031
H 0.38918 -1.00550 3.32711 -0.138 -0.029 0.096
H 0.30483 -1.03792 5.78761 -0.038 -0.007 -0.021
H -3.85048 -3.87030 -0.07793 -0.028 0.044 -0.071
H -5.00522 -3.53528 -2.30852 0.017 0.017 0.041
H -4.62590 -1.35302 -3.48018 0.070 -0.003 0.032
H -3.04965 0.26497 -2.48500 0.013 -0.011 0.044
N -3.73992 2.87129 2.20016 -0.104 0.072 0.122
C -3.21195 2.34731 3.35603 -0.134 0.136 -0.072
C -2.24953 1.48583 2.95874 0.211 -0.122 -0.209
N -2.17616 1.46236 1.57148 -0.132 0.429 -0.191
C -3.09434 2.32740 1.14930 0.014 -0.083 0.103
C -3.31640 2.65586 -0.24513 0.099 -0.116 0.271
N -2.57252 2.13934 -1.18511 -0.425 0.508 -0.920
C -3.04809 2.68758 -2.36501 -0.013 -0.050 0.227
C -4.08597 3.52879 -2.10944 0.023 0.007 0.048
N -4.25066 3.50557 -0.74600 -0.075 0.068 0.036
H -4.47719 3.55354 2.16297 -0.014 0.014 -0.006
H -3.56238 2.62835 4.33438 0.011 -0.013 -0.061
H -1.60928 0.88475 3.57703 -0.013 0.060 -0.029
H -2.61800 2.44896 -3.32355 0.016 0.007 0.040
H -4.70089 4.13336 -2.75554 0.020 -0.038 0.064
H -4.94254 4.03120 -0.23972 -0.006 0.007 -0.013
C 1.74966 1.74103 3.30119 0.026 0.009 0.062
C 0.83824 1.65742 2.27104 0.121 0.009 -0.025
N 0.78017 0.60223 1.43531 -0.272 0.651 0.024
C 1.69292 -0.36701 1.58130 0.092 0.020 -0.170
C 2.65788 -0.34792 2.58667 0.153 -0.287 0.003
C 2.65774 0.71166 3.47814 0.088 0.115 0.137
C 3.59031 -1.49152 2.80048 -0.433 0.228 0.164
C 4.46071 -2.01072 1.94095 0.404 -0.001 -0.384
C 4.76322 -1.41952 0.63132 -0.106 -0.163 0.377
C 5.37773 -2.13707 -0.39726 0.095 -0.152 -0.201
C 5.22954 -1.63400 -1.66293 0.127 -0.352 0.025
N 4.60491 -0.46320 -1.85943 0.013 0.227 -0.270
C 4.35890 0.30747 -0.79416 -0.034 0.003 0.433
N 4.41801 -0.14760 0.43104 -0.034 0.384 -0.227
H 1.73958 2.59944 3.95909 -0.004 -0.017 -0.027
H 0.11189 2.43691 2.10167 0.018 0.017 -0.040
H 1.61569 -1.20007 0.89233 -0.022 0.028 0.004
H 3.37590 0.74247 4.28955 -0.035 -0.001 -0.023
H 3.52363 -1.95906 3.78003 -0.085 -0.025 -0.080
H 4.98184 -2.92556 2.20128 0.072 0.115 0.006
H 5.86071 -3.09000 -0.22899 -0.061 0.018 -0.041
H 5.54331 -2.16850 -2.55095 -0.074 -0.033 0.032
H 4.06661 1.33158 -0.97829 -0.079 -0.067 0.035
C 0.09196 2.92884 -3.00640 -0.091 0.015 -0.104
C 1.53266 2.77669 -2.55836 -0.057 0.054 0.145
C 1.73418 3.33478 -1.14073 -0.031 -0.061 -0.008
C 2.01874 1.34943 -2.64946 -0.065 -0.116 0.030
C 3.22879 1.14104 -3.18389 0.099 -0.095 0.007
C 3.87106 -0.20679 -3.19369 -0.238 0.041 -0.111
C 2.84677 -1.29913 -3.25875 0.145 -0.001 -0.073
C 1.64704 -1.15994 -2.69547 0.035 -0.014 0.201
C 0.70125 -2.34284 -2.71165 -0.107 0.122 0.135
C -0.60432 -1.98506 -3.41792 0.016 -0.075 -0.053
C 0.48693 -2.92997 -1.31110 0.013 -0.049 -0.016
C 1.25103 0.16936 -2.11184 -0.033 -0.319 0.080
N 0.33512 0.25119 -1.21828 -0.139 1.098 -0.404
H -0.18795 3.98473 -3.02862 0.005 -0.047 -0.001
H -0.55509 2.41657 -2.30369 -0.049 -0.024 -0.021
H -0.05993 2.51670 -4.00891 0.013 0.022 0.065
H 2.16469 3.35468 -3.23651 0.041 -0.002 0.014
H 1.22199 2.71017 -0.40579 0.003 0.043 -0.034
H 1.32361 4.34438 -1.07361 0.038 -0.024 -0.019
H 2.79448 3.39087 -0.87974 -0.026 -0.010 -0.003
H 3.80124 1.97629 -3.57448 -0.020 -0.043 0.026
H 4.61460 -0.29687 -3.98139 0.141 -0.006 0.059
H 3.13354 -2.23912 -3.72115 -0.014 0.058 -0.001
H 1.19428 -3.11306 -3.30822 0.030 -0.025 -0.009
H -1.06503 -1.11551 -2.95860 0.001 0.008 0.009
H -1.30872 -2.82005 -3.37363 0.038 0.052 0.005
H -0.41838 -1.75424 -4.46868 -0.024 -0.002 0.020
H 0.04841 -2.19795 -0.63136 -0.024 -0.026 -0.028
H 1.44011 -3.26714 -0.89043 -0.055 0.008 -0.004
H -0.17676 -3.79785 -1.36451 0.058 0.056 -0.006

---

14
Properties=species:S:1:pos:R:3:forces:R:3 method="wB97M-V/def2-TZVPD" relative_energy_kcal_mol=28.0 spin_multiplicity=1 total_charge=0 smiles="C[C@@H]1C=CSC1"
C -0.49017 0.47035 1.66632 1.884 -1.051 0.744
C -0.43167 0.31482 0.14908 0.123 -1.892 -2.185
C -0.36687 -1.19107 -0.41852 -1.229 3.074 1.378
C 0.27800 -1.30817 -1.54005 1.089 0.821 -1.028
S 0.94437 0.18168 -2.25292 -0.096 -1.034 0.328
C 0.82035 0.85903 -0.62367 1.339 -1.993 3.112
H 0.62656 0.44984 2.09562 -2.586 -0.080 -0.606
H -0.93000 1.42858 1.82776 -0.014 0.856 0.589
H -1.17683 -0.27287 2.21285 1.277 0.825 -1.015
H -1.32894 0.80290 -0.28570 0.216 -0.364 0.097
H -1.10542 -1.89969 -0.16343 -0.253 -1.059 0.963
H 0.47288 -2.22704 -1.98894 -0.106 -1.316 -1.155
H 0.94368 1.87028 -0.69470 -0.206 2.902 -0.025
H 1.74406 0.52135 0.01630 -1.439 0.312 -1.198

---

14
Properties=species:S:1:pos:R:3:forces:R:3 method="wB97M-V/def2-TZVPD" relative_energy_kcal_mol=100.0 spin_multiplicity=1 total_charge=0
C 0.57423 -0.47797 -0.18604 1.048 0.550 0.952
C -1.52046 0.29181 -0.09659 -2.257 -2.921 1.098
C -0.72164 1.34738 0.04095 0.209 4.439 -0.500
C 0.61358 0.88876 -0.06953 1.500 0.724 -0.561
H 2.39207 -1.64140 -0.87300 -2.650 1.621 3.370
H 1.82118 -1.92979 0.79634 -0.470 0.512 -0.474
H -1.15220 -1.77233 0.23001 1.100 3.086 -1.570
H -3.32476 0.81701 -0.25818 0.739 -3.285 1.188
H -0.97859 2.43537 0.07633 0.057 -1.284 0.002
H 2.34185 0.54523 0.48258 -0.994 3.856 -2.460
N 1.77122 -1.22000 0.05710 2.095 -1.449 -3.118
N -0.77236 -0.80467 -0.18276 0.149 -5.633 0.850
O -2.87763 -0.09561 0.05292 -0.123 5.350 -1.552
O 1.83350 1.61622 -0.07013 -0.403 -5.566 2.776

---

19
Properties=species:S:1:pos:R:3:forces:R:3 method="wB97M-V/def2-TZVPD" relative_energy_kcal_mol=60.3 spin_multiplicity=1 total_charge=0 smiles="N[C@H](C=O)CCO.O"
N 0.75041 -1.21439 -1.10273 0.274 0.443 -0.925
C -0.27125 -0.33001 -0.59768 -0.643 -0.326 1.807
C -0.16825 1.12470 -1.04409 0.157 -1.105 -1.588
O 0.28758 1.32148 -2.14701 0.605 0.571 0.285
C -0.54146 -0.60547 0.91767 0.425 1.651 0.211
C -1.81058 -1.42438 1.13790 0.236 -0.105 -0.878
O -1.71023 -2.40250 2.15118 -0.661 -0.145 -0.988
H 1.51982 -0.69726 -1.48247 0.264 0.228 -0.466
H 1.13050 -1.88425 -0.46484 -0.240 -0.096 0.604
H -1.20740 -0.58687 -1.12240 -0.166 0.089 0.081
H -0.69792 1.95516 -0.56751 -0.105 -0.111 0.798
H -0.58570 0.32913 1.51613 -0.541 0.048 -0.605
H 0.37448 -0.96367 1.38725 -0.080 -1.031 -0.303
H -2.04137 -1.95292 0.21132 0.172 -0.329 0.107
H -2.64934 -0.71689 1.21721 -0.045 -0.223 0.630
H -1.38073 -1.97055 2.91535 0.412 0.473 1.278
O 3.35175 3.19802 -0.85398 -0.517 0.778 0.125
H 2.97415 4.09353 -0.71331 0.379 -0.898 -0.171
H 2.67553 2.72716 -1.35802 0.072 0.088 -0.002

---

57
Properties=species:S:1:pos:R:3:forces:R:3 method="wB97M-V/def2-TZVPD" s2=6.026 spin_multiplicity=5 total_charge=+2 e_tot_ha=-2187.5850
Ru 0.47422 0.19854 -0.05408 -1.282 0.280 -0.287
C -0.29456 2.89379 2.39141 0.017 -0.256 -0.116
C -0.38090 1.45524 2.88611 -0.136 0.534 0.055
N 0.48745 0.47570 2.19535 -0.010 -0.853 -0.725
C 1.88043 0.41631 2.66393 0.262 0.063 -0.115
C 2.68227 -0.40863 1.67983 -0.026 -0.012 0.457
N 2.55549 0.24816 0.34109 -0.144 -0.261 0.016
C 3.48415 -0.32643 -0.69388 0.046 -0.301 -0.506
C 2.77669 -0.85798 -1.93551 -0.094 0.295 0.154
C 2.15719 0.24093 -2.79480 0.272 -0.362 -0.030
N 0.99411 0.90656 -2.15125 -0.511 -0.368 0.579
C 0.93736 2.36731 -2.31042 -0.088 0.300 0.101
C -0.13532 2.94033 -1.40587 0.103 -0.040 -0.170
N 0.22560 2.65556 -0.00847 -0.037 -0.444 -0.034
C -0.79247 3.08998 0.96643 -0.023 0.191 0.278
H 0.71736 3.29860 2.50134 -0.021 0.069 0.031
H -0.93641 3.47685 3.05192 0.067 0.052 0.039
H -1.40657 1.11137 2.78210 0.037 -0.073 0.064
H -0.13605 1.43011 3.95141 0.052 -0.125 -0.018
H 0.03183 -0.44464 2.31645 -0.025 0.145 0.245
H 1.95112 -0.02514 3.65971 -0.119 0.048 0.033
H 2.27776 1.43376 2.71828 -0.008 -0.009 0.055
H 2.28399 -1.42174 1.61076 0.070 -0.011 -0.100
H 3.73002 -0.46420 1.97813 0.028 0.048 -0.107
H 2.83106 1.21817 0.48714 -0.193 0.103 -0.090
H 4.04275 -1.14308 -0.23919 -0.050 0.062 0.157
H 4.19369 0.44778 -0.98764 0.018 0.050 0.147
H 2.02282 -1.59373 -1.65993 0.077 -0.132 -0.071
H 3.51574 -1.39146 -2.53395 0.018 0.027 -0.014
H 1.84335 -0.19804 -3.74189 -0.103 0.117 -0.005
H 2.90802 1.00200 -3.01038 -0.048 0.058 -0.018
H 0.13623 0.48231 -2.51090 0.111 0.060 -0.252
H 0.73927 2.63914 -3.34932 0.046 -0.090 -0.029
H 1.91226 2.78000 -2.03948 0.025 -0.018 -0.052
H -1.10022 2.46960 -1.61033 -0.035 0.084 0.017
H -0.22964 4.01408 -1.58377 -0.081 0.000 0.037
H 1.08499 3.15656 0.20943 0.054 -0.047 -0.016
H -1.70591 2.52110 0.79241 -0.013 0.041 -0.040
H -1.01912 4.14852 0.80903 0.009 -0.022 -0.092
O -3.56551 0.25849 1.24122 0.161 0.204 -0.396
S -2.44420 -0.55328 0.90600 -1.767 -1.613 1.112
O -1.66797 -1.07210 2.00542 0.107 0.219 -0.093
O -1.53588 0.23224 -0.05847 2.105 0.967 -0.273
C -2.98173 -1.99943 -0.00083 0.004 0.943 0.414
C -4.34000 -2.26639 0.01960 0.329 -0.071 -0.140
C -4.77791 -3.47240 -0.51727 -0.130 -0.010 -0.024
C -3.87523 -4.38561 -1.03471 -0.044 -0.115 -0.039
C -2.51310 -4.10809 -1.05958 0.051 0.291 0.215
C -2.07368 -2.90329 -0.53328 0.864 -0.168 -0.240
S -0.33069 -2.52656 -0.78964 -1.243 -1.669 -0.760
O 0.29039 -3.68888 -1.32708 0.112 0.179 0.112
O -0.35589 -1.35923 -1.70966 0.797 0.741 0.126
O 0.30045 -2.03756 0.46597 0.552 1.022 0.448
H -5.01860 -1.54568 0.45214 -0.057 -0.030 -0.007
H -5.83746 -3.68873 -0.52763 0.014 -0.055 0.025
H -4.22243 -5.32954 -1.43204 -0.048 0.023 -0.009
H -1.79063 -4.79724 -1.47139 -0.071 -0.059 -0.045

---

108
Properties=species:S:1:pos:R:3:forces:R:3 method="wB97M-V/def2-TZVPD" relative_energy_kcal_mol=4.4 spin_multiplicity=1 total_charge=-2
Rb -0.24028 -0.54986 -0.60615 0.845 0.548 0.680
O 1.78580 -3.04262 1.60443 0.103 0.001 0.060
C 0.72905 -3.94096 1.82645 -0.060 -0.072 -0.120
C 0.26516 -3.76104 3.26104 -0.004 -0.188 0.103
C -0.42472 -2.41685 3.47945 -0.001 0.140 0.049
C -1.78302 -2.35927 2.84033 -0.006 -0.015 0.102
C -2.80679 -3.18784 3.29947 0.060 0.031 0.028
C -4.04083 -3.14440 2.68432 -0.108 -0.040 -0.019
C -4.22405 -2.27575 1.62129 0.030 0.093 -0.051
C -3.15962 -1.47571 1.24087 -0.020 -0.034 0.084
N -1.96644 -1.50399 1.83602 -0.014 -0.119 -0.162
H 1.76566 -2.70978 0.68762 0.038 0.046 -0.162
H 1.05371 -4.98038 1.65934 0.005 0.062 0.066
H -0.09930 -3.75766 1.12897 -0.020 0.009 0.045
H 1.14267 -3.82806 3.91005 0.034 0.013 -0.029
H -0.40003 -4.58469 3.54378 -0.028 0.017 -0.028
H 0.19420 -1.62467 3.06082 0.025 0.039 -0.055
H -0.53310 -2.20750 4.54705 0.013 -0.048 0.045
H -2.61908 -3.85132 4.13421 -0.011 -0.023 0.012
H -4.84925 -3.78302 3.02332 0.017 0.013 -0.009
H -5.15656 -2.21671 1.08055 -0.058 -0.006 -0.013
H -3.26823 -0.79100 0.41035 0.005 0.068 -0.109
C 1.30158 1.32555 -3.07866 -0.085 -0.010 -0.083
N 1.60911 1.85158 -1.76476 -0.011 -0.075 0.025
C 3.03889 2.02988 -1.62309 -0.025 0.018 -0.013
C 0.93690 3.11183 -1.45562 -0.007 0.161 -0.018
C -0.55524 3.08784 -1.69420 0.058 -0.073 0.065
C -1.00194 3.44228 -2.96800 0.086 0.027 -0.008
C -2.33112 3.30559 -3.32772 -0.103 0.004 -0.068
C -3.22100 2.78852 -2.39961 0.061 -0.021 0.000
C -2.76983 2.48513 -1.12249 -0.030 0.029 -0.087
C -1.45005 2.65631 -0.70110 -0.044 0.107 0.082
H 1.61292 2.00780 -3.89198 0.031 -0.001 -0.002
H 0.23008 1.15802 -3.18215 0.023 -0.051 -0.037
H 1.81495 0.37272 -3.20909 0.035 -0.035 -0.008
H 3.41422 2.79820 -2.32581 0.042 0.002 0.025
H 3.56191 1.09619 -1.82187 0.002 -0.032 -0.044
H 3.27949 2.34315 -0.60692 0.022 0.031 0.064
H 1.39186 3.93158 -2.05169 -0.030 -0.032 0.002
H 1.15132 3.32471 -0.40640 -0.027 0.032 0.045
H -0.28119 3.80175 -3.69843 -0.022 0.006 0.003
H -2.66118 3.56329 -4.32779 0.013 0.008 0.006
H -4.25650 2.61369 -2.66596 -0.041 0.002 -0.027
H -3.50248 2.08971 -0.42952 -0.116 -0.053 0.184
Cl 4.03154 -3.16077 -2.86648 -0.034 -0.005 -0.003
C 4.30703 -2.01251 -1.58356 0.249 0.059 -0.038
C 5.61964 -1.59001 -1.35154 0.046 -0.178 -0.231
C 5.91395 -0.70934 -0.35746 -0.112 0.214 0.282
Cl 7.58012 -0.21604 -0.09384 -0.024 -0.036 -0.036
C 4.88132 -0.17894 0.46083 0.314 0.024 -0.054
C 5.09206 0.76674 1.48925 0.118 -0.025 -0.038
C 4.02494 1.25533 2.17861 -0.173 0.010 0.039
C 2.73236 0.80643 1.83350 0.162 0.188 0.063
N 2.50453 -0.06976 0.89621 0.075 -0.262 -0.146
C 3.55597 -0.59038 0.21555 -0.243 -0.009 -0.061
C 3.21433 -1.57376 -0.82302 -0.018 0.058 0.212
O 2.02600 -1.96726 -0.97131 0.084 -0.286 -0.050
H 6.41276 -1.98312 -1.97483 -0.010 -0.002 -0.001
H 6.09867 1.09988 1.70898 -0.013 -0.023 -0.018
H 4.14718 1.98837 2.96506 -0.004 0.003 0.023
H 1.86710 1.20529 2.34272 -0.116 0.092 0.039
C 0.88299 1.18939 4.88083 -0.030 0.018 0.234
Si -0.83759 1.97836 4.64282 0.067 0.136 -0.497
C -2.02924 0.57620 5.14637 0.012 0.091 0.271
C -0.91735 3.09036 6.19985 0.006 -0.039 0.179
Sb -1.10644 2.29439 1.73102 0.294 0.113 0.128
Si -3.41964 3.26481 2.28727 0.506 -0.295 -0.116
C -3.60013 3.93704 4.02710 -0.256 0.097 0.031
C -4.71115 1.89836 2.23306 -0.097 0.123 0.060
C -3.85584 4.68980 1.14596 -0.335 0.118 0.211
Si 0.08048 4.56699 2.03847 -0.395 -0.565 -0.139
C -0.17596 5.73212 0.58895 0.073 0.251 0.180
C 1.91199 4.28510 2.33721 0.044 0.173 0.055
C -0.51176 5.57487 3.50267 0.142 0.215 0.060
H 0.95592 0.71215 5.86444 0.031 -0.023 0.076
H 1.67080 1.94407 4.82228 0.077 0.066 0.004
H 1.10668 0.43574 4.13325 -0.016 -0.197 -0.120
H -1.62448 0.03462 6.00926 -0.021 -0.063 0.046
H -2.21019 -0.13654 4.35024 0.008 -0.175 -0.236
H -2.99940 0.98081 5.44263 -0.103 0.037 0.024
H -0.73978 2.44927 7.07176 -0.017 0.029 0.098
H -1.88612 3.57590 6.32815 -0.032 0.010 0.010
H -0.15438 3.87115 6.21116 0.071 0.007 -0.023
H -3.57890 3.14535 4.77232 -0.035 -0.107 0.009
H -4.59044 4.40814 4.05766 -0.034 0.072 0.127
H -2.85221 4.67105 4.30857 -0.017 0.002 -0.008
H -4.40993 1.09058 2.89997 0.053 -0.072 0.077
H -4.88283 1.46639 1.25275 0.004 -0.035 -0.202
H -5.65766 2.30448 2.60283 -0.087 -0.041 -0.002
H -3.45208 5.61020 1.57242 0.028 0.081 0.002
H -4.94619 4.78544 1.12268 -0.046 0.109 -0.063
H -3.49343 4.58898 0.13067 0.078 -0.084 -0.141
H 0.00524 5.31799 -0.39116 0.121 -0.153 -0.228
H 0.48166 6.59508 0.74202 -0.012 0.067 -0.086
H -1.20560 6.08974 0.59392 -0.097 0.032 0.031
H 2.41662 3.73076 1.55074 0.016 -0.050 -0.163
H 2.04807 3.73144 3.26570 -0.001 -0.054 0.112
H 2.40286 5.25665 2.44671 0.093 0.018 0.013
H -1.56648 5.83185 3.43802 -0.013 0.064 -0.103
H 0.05992 6.50938 3.47851 0.006 0.076 0.111
H -0.34141 5.07844 4.45579 0.007 -0.003 -0.011
F -2.34920 -0.45067 -2.04416 -0.486 -0.180 -0.352
C -2.12295 -1.77006 -2.61043 -0.400 -0.040 -0.039
F -1.75935 -2.51607 -1.42725 -0.363 -0.233 -0.201
C -3.56671 -2.22335 -2.81131 -0.132 -0.098 -0.144
F -4.40471 -2.11122 -1.72728 0.136 -0.024 -0.200
F -4.16851 -1.51648 -3.80193 0.135 -0.126 0.227
F -3.62868 -3.52976 -3.17527 0.035 0.250 0.093